Record 1
A structure of composition C44H36DyNO4P2S. Source: the OMol25 dataset; level of theory: wB97M-V/def2-TZVPD.

```
89
Properties=species:S:1:pos:R:3:forces:R:3
C -3.81808 4.06092 -2.44670 0.09 -0.26 0.02
P -0.09755 -2.60476 -0.11181 0.22 -1.35 -0.28
H 4.60600 4.34328 -3.01850 -0.23 -0.03 0.10
C -0.06563 4.83366 3.79139 0.16 -0.24 0.16
C -0.98393 -4.17491 -2.24644 -0.19 0.05 0.12
C 2.44551 4.46141 -2.88876 0.16 -0.27 0.15
C -1.59423 -4.44343 3.87059 -0.01 0.19 -0.16
H -3.56513 5.89412 -1.33502 0.18 -0.31 -0.03
H 0.32376 4.38308 -2.52673 0.24 -0.10 0.20
H -1.98799 2.70768 1.95744 0.23 0.17 0.13
O 2.59504 -1.73457 1.44036 1.51 1.19 0.91
H 2.61220 -0.09652 -3.84944 0.29 0.00 0.24
H 4.00893 1.78674 5.57506 0.26 -0.04 0.21
P -0.06128 2.46815 -0.20645 0.23 1.19 -0.11
C 4.26368 0.82818 5.14023 0.34 0.01 -0.25
H 3.23910 -0.07884 -3.42883 -0.31 0.01 -0.19
H -1.68950 -5.43276 -3.84205 -0.12 0.28 0.16
C 1.41034 3.04996 -1.19972 -0.15 -0.40 -0.02
H 0.20654 -3.57400 4.73750 -0.28 -0.14 -0.32
C -1.53946 3.14122 -1.07015 -0.53 -0.51 -0.54
C -3.33514 2.76671 -2.68058 0.20 0.15 0.17
H 0.99718 -5.29012 0.48421 0.26 0.21 -0.01
H -3.32329 -5.11762 2.75036 0.32 0.17 0.01
C 3.86428 0.58395 3.83722 0.09 -0.16 1.59
H -1.97370 3.86300 4.14751 0.29 0.14 -0.30
C -0.39264 -3.72470 3.83470 -0.22 -0.14 -0.15
C -3.04951 -3.79144 -3.43436 0.10 0.18 0.14
C -3.28896 -2.63452 -2.67571 0.21 -0.16 0.04
O 3.24918 2.81052 2.31974 -0.15 -1.21 1.33
H -1.83077 1.29860 -2.17654 -0.15 0.24 0.01
H -1.56731 5.09884 -0.12556 -0.05 -0.20 -0.12
C 3.70812 3.97334 -2.52729 -0.19 -0.17 0.16
C -3.17944 4.89110 -1.52486 0.18 -0.32 -0.07
H -3.75784 -4.08343 -4.20692 0.13 0.06 0.17
C 3.82280 2.97963 -1.54958 -0.14 -0.18 -0.11
H 2.20854 -1.88882 -1.93256 0.17 -0.41 0.30
C 4.02525 -4.59378 -0.91255 0.22 0.15 0.18
H -3.83305 2.11079 -3.39350 0.09 0.20 0.17
H -4.17332 -2.02190 -2.85778 0.25 -0.24 0.01
C 3.04175 -5.30432 -0.22247 -0.05 0.05 -0.25
H 5.02403 -5.02074 -1.02669 -0.32 0.16 0.08
H 1.88676 5.56792 3.21080 -0.42 -0.06 -0.18
C 3.09755 -0.74574 2.11109 -1.49 -0.21 -0.73
H 0.99000 -2.64280 2.60307 -0.36 -0.30 0.00
C -2.04743 4.43423 -0.84244 0.12 -0.06 0.05
H 2.82774 1.70349 -0.15663 0.02 0.76 0.00
C 1.49688 -3.47419 -0.57163 -0.40 0.13 -0.14
C -2.38608 -2.26061 -1.68134 0.25 -0.34 0.02
C 4.95327 -0.17073 5.84708 -0.30 0.31 -0.43
C 5.13284 -1.43677 5.28482 -0.05 0.05 -0.17
C 1.30038 3.99381 -2.23487 0.21 0.08 0.19
C 1.01038 4.98266 2.91869 -0.19 0.09 -0.09
C -1.14414 3.35178 2.22412 0.02 -0.32 0.00
H -4.70302 4.41226 -2.97895 0.26 -0.09 0.16
H -0.04294 5.32630 4.76546 -0.04 -0.14 -0.31
C 2.46758 -2.80531 -1.35588 -0.31 -0.02 0.57
C -0.07156 3.49590 1.32916 0.51 0.24 0.22
C -0.26640 -0.10753 1.72635 -3.60 0.08 4.08
H 5.31729 0.05424 6.84447 -0.07 -0.14 -0.10
H -2.55397 -4.12654 0.61209 0.18 -0.02 0.27
C -1.14420 4.01200 3.45062 0.04 0.03 -0.19
C 4.61107 -1.72768 4.01661 -0.29 0.49 -0.37
O -1.06135 -0.09798 2.56350 2.85 0.07 -3.16
H -0.06667 -4.74239 -2.10733 -0.25 0.03 -0.02
C -0.70446 -3.35770 1.44924 -0.18 0.06 0.14
C -2.20759 2.30909 -1.99529 0.10 0.34 0.19
H 4.79553 2.57046 -1.26713 -0.26 0.21 -0.19
H -1.93364 -4.87048 4.81089 0.02 0.05 -0.19
H 5.65019 -2.20377 5.87178 -0.26 0.26 -0.39
Dy 1.46597 -0.28316 0.04690 0.16 0.03 -1.58
C 3.75786 -3.32990 -1.45122 -0.24 -0.01 -0.18
C 1.77272 -4.74490 -0.05659 0.17 0.27 0.17
O 1.47382 1.65342 3.68641 0.67 0.22 -0.12
C 3.97285 -0.69710 3.28269 0.25 -0.50 0.73
C -2.37330 -4.58165 2.71537 0.24 0.12 0.14
H 3.26250 -6.29220 0.19573 -0.10 0.40 -0.25
H 2.35975 5.20951 -3.68206 -0.01 -0.29 0.32
C 2.67778 2.48573 -0.91877 -0.27 0.34 -0.30
H 4.54496 -2.74584 -1.93708 -0.30 -0.40 -0.04
H -2.54689 -1.35299 -1.09170 -0.07 -0.30 -0.15
H 4.67340 -2.73503 3.60524 -0.01 0.28 0.07
C 0.04334 -3.19090 2.62940 0.24 0.12 -0.17
S 2.72396 1.62995 2.97645 0.29 0.14 -1.55
C 0.98594 4.36048 1.67098 -0.37 -0.24 -0.28
H 1.77978 4.55741 0.95267 -0.04 -0.21 0.27
C -1.94035 -4.02759 1.50989 0.27 0.04 -0.19
C -1.89500 -4.55283 -3.23100 -0.09 0.26 0.07
C -1.24911 -3.06156 -1.43642 -0.21 0.46 -0.40
N 2.59616 0.47142 1.77364 -0.03 -0.27 0.38
```
Positions in Å, forces in eV/Å.

Properties
multiplicity	6
charge	+2
⟨S²⟩	8.9268
LUMO level (alpha / beta)	-8.20 / -6.03	eV

Löwdin population analysis, charges in e, atoms 1 to 8: atom 1 (C): -0.05, atom 2 (P): 1.03, atom 3 (H): 0.12, atom 4 (C): -0.06, atom 5 (C): -0.07, atom 6 (C): -0.04, atom 7 (C): -0.04, atom 8 (H): 0.12

Record 2
A structure of composition C44H36IrN4OP2Te. Source: the OMol25 dataset; level of theory: wB97M-V/def2-TZVPD.

```
89
Properties=species:S:1:pos:R:3:forces:R:3
H -2.21954 7.03780 1.14478 0.01 0.14 -0.11
C 2.78891 -0.70954 2.57269 -0.01 0.03 0.09
C 0.89026 4.14099 -3.94673 0.05 0.12 -0.09
H 0.70403 -2.39726 -6.66754 -0.01 -0.05 -0.08
C 2.17312 0.32180 1.86981 -0.46 0.24 -0.04
C -0.46944 -1.58490 2.70733 0.09 0.00 -0.13
N 4.01906 -4.36119 -0.44011 0.09 -1.35 0.19
H -4.27953 -3.51947 1.55474 -0.04 0.02 0.13
H 4.34226 2.82881 2.54963 0.07 0.11 0.04
C 1.27374 4.52555 -1.61009 0.06 0.08 0.07
H 5.17969 -1.45365 0.71256 0.07 0.03 0.07
C 4.71406 -3.50953 0.27486 0.08 0.69 0.13
C -3.08785 -1.96721 0.63649 -0.18 -0.04 0.11
C 1.27931 4.98430 -2.91939 -0.04 -0.07 0.02
H 0.84383 2.87137 -0.31131 0.04 0.07 0.04
C 1.29600 0.04549 -0.82378 0.03 0.97 0.25
C 1.64338 -1.09508 -5.25519 0.11 0.06 0.02
H -0.77518 -4.89802 3.22466 -0.01 -0.14 0.10
C -3.89316 5.14566 3.39380 -0.02 -0.01 0.04
C 4.54097 0.80356 3.23048 0.02 0.06 0.00
C -3.12625 -4.27812 -0.06071 0.27 0.05 -0.50
C -3.49828 -0.92077 1.46707 -0.93 -1.29 0.66
H 2.60620 -1.12714 -5.73998 0.11 -0.05 -0.07
H 2.22451 2.41326 1.37500 0.01 0.09 -0.06
H -1.82533 -0.83935 -3.59325 -0.08 -0.04 0.04
C -0.67247 -1.71761 -5.17395 -0.06 -0.11 -0.10
H 4.46187 -1.26887 3.76786 0.07 -0.06 0.07
H -3.58232 7.25123 3.18708 0.01 0.13 0.03
C -4.46207 -1.06514 2.58465 0.01 0.02 -0.10
H -3.48106 -5.29157 0.03820 -0.06 -0.09 0.03
N -2.96560 0.29267 1.13033 0.90 0.82 -0.81
H -4.03184 3.00449 3.33323 -0.07 0.05 0.04
C -2.63066 6.15657 1.60773 0.13 0.05 -0.16
C -2.90251 3.77647 1.68519 0.21 -0.20 -0.25
H -4.45339 5.24133 4.30931 -0.11 0.01 0.08
H -1.78492 4.80523 0.16801 0.01 0.03 -0.07
C -0.50432 -3.97448 2.74013 0.05 -0.01 0.05
P 0.00891 0.67375 -1.93636 1.19 -0.77 -0.12
H 0.88791 4.50450 -4.96245 -0.01 0.00 -0.11
C -3.56262 -3.29870 0.78142 0.11 0.49 0.10
H 5.45608 0.99040 3.76888 0.13 0.01 0.06
H -0.69779 -0.63030 3.16171 -0.06 0.11 0.14
H 2.36305 -1.70121 2.58857 0.00 -0.03 0.02
C 3.97833 -0.46221 3.23841 -0.02 -0.09 0.02
H 1.06640 -2.84389 -0.04312 -0.01 0.00 -0.01
C 3.19580 -3.93899 -1.37248 -0.13 0.64 -0.22
H -4.10917 -1.80719 3.29876 0.00 -0.08 0.10
C -0.84551 -0.93987 -4.04166 0.15 0.18 0.11
H -1.08048 -2.37576 -1.96892 0.02 0.09 0.05
C 1.48197 -0.34038 -4.10844 0.01 0.09 0.05
Ir -1.71777 0.30353 -0.37876 0.09 1.64 0.03
C -2.21733 -3.94185 -1.08181 -0.31 -0.09 0.32
O -1.83246 2.25979 0.14957 0.75 0.26 -1.04
C 0.88769 3.22828 -1.33274 -0.08 -0.13 -0.02
C 0.50893 2.83634 -3.68079 -0.05 -0.10 0.13
C 0.24066 -0.26633 -3.48732 -0.55 0.15 0.33
C 0.52760 -2.82754 0.89475 0.10 0.18 0.02
H 0.44680 -4.95241 1.09561 0.00 -0.14 -0.10
C 3.91827 1.83724 2.54830 0.00 0.09 -0.03
H -4.61168 -0.11965 3.09585 0.03 0.03 -0.01
C 0.51730 2.36945 -2.36803 -0.34 -0.07 0.04
H 2.32771 0.20519 -3.69843 -0.08 -0.03 -0.21
H -1.50873 -2.26234 -5.58191 -0.12 -0.02 -0.10
C 3.71097 -1.67378 -0.85039 0.22 0.44 0.00
H -5.42245 -1.40466 2.19416 -0.10 -0.03 0.07
C -1.78228 -2.64345 -1.19093 0.21 -0.10 -0.44
H -1.29345 -2.74081 4.30580 -0.10 0.00 0.06
H 2.31195 -2.26055 -2.38609 -0.08 0.00 -0.05
H -1.87115 -4.68130 -1.78141 0.11 -0.09 -0.11
C -3.38912 6.27783 2.76539 -0.02 -0.16 0.06
N -3.23857 1.41724 1.70910 -1.20 -0.44 1.33
C 0.56920 -1.79714 -5.78101 -0.01 -0.02 0.00
H 1.57651 5.99962 -3.13295 0.04 0.07 -0.04
C 0.17322 -4.00475 1.53176 0.03 -0.08 -0.03
H 1.57313 5.18459 -0.80971 0.01 0.07 0.11
C -2.63171 2.46541 1.14584 -0.04 -0.11 0.15
C 0.20345 -1.61704 1.48720 -0.18 0.44 0.08
N -2.18108 -1.65511 -0.38558 -0.20 -0.37 -0.08
C -0.81147 -2.76268 3.33980 -0.05 -0.08 0.13
C -2.38302 4.91647 1.06099 0.09 0.00 0.03
C 4.59985 -2.13184 0.10573 0.11 0.16 0.00
H 2.66246 -4.69269 -1.93547 -0.05 -0.05 -0.10
C -3.66141 3.89954 2.85653 -0.04 -0.09 0.13
Te 3.33134 0.42260 -1.19691 -0.98 -1.21 0.43
C 3.00184 -2.58605 -1.62052 -0.12 0.16 -0.18
H 0.20600 2.19110 -4.49248 -0.01 -0.05 -0.05
C 2.73288 1.60072 1.87597 0.01 0.02 0.04
P 0.66702 0.03349 0.86556 1.03 -1.20 -0.90
H 5.38052 -3.92428 1.01749 0.09 -0.01 0.09
```
Positions in Å, forces in eV/Å.

Properties
multiplicity	6
charge	+2
⟨S²⟩	8.7954
LUMO level (alpha / beta)	-4.98 / -8.50	eV

natural (NBO) population analysis, charges in e, atoms 1 to 8: atom 1 (H): 0.23, atom 2 (C): -0.13, atom 3 (C): -0.18, atom 4 (H): 0.24, atom 5 (C): -0.41, atom 6 (C): -0.17, atom 7 (N): -0.38, atom 8 (H): 0.24